Entry 1:
The following is a quantum chemistry calculation of the molecule C2H2N4O2 at a distorted geometry, from OMol25.

The total energy is -12157.8054 eV. As for the spin multiplicity: 1. The largest force on an atom comes out at 8.04 eV/A. The SMILES is O=c1[nH]nnnc1O.

The geometry in XYZ format:
```
10
C2H2N4O2 | OMol25 | ωB97M-V/def2-TZVPD
N 1.207 -0.374 -0.505
N -0.068 0.749 -1.925
O 0.361 -0.930 1.577
C 0.414 -0.151 0.606
H -1.318 -0.155 1.816
N 0.830 0.018 -1.823
C -0.844 0.525 0.328
N -0.912 0.934 -0.890
O -1.715 0.544 1.302
H 2.044 -1.158 -0.487
```

Entry 2:
The following is a quantum chemistry calculation of a structure of composition C2H2N4O2P at a distorted geometry, from OMol25.

The total energy is -21453.7832 eV. As for the spin multiplicity: 1. The largest force on an atom comes out at 5.51 eV/A. As for the charge: -1.

The geometry in XYZ format:
```
11
C2H2N4O2P | OMol25 | ωB97M-V/def2-TZVPD
P 1.284 -0.243 0.776
H 1.023 0.956 -1.149
C 0.782 -2.746 0.143
H -0.155 1.383 -0.034
N 3.799 1.184 -1.180
N 0.705 -3.918 0.101
O 0.914 -0.238 2.223
O 2.960 0.051 0.768
N 0.789 1.128 -0.182
N 0.986 -1.546 -0.041
C 3.304 0.673 -0.259
```

Entry 3:
The following is a quantum chemistry calculation of the molecule C2H2N4OS at a distorted geometry, from OMol25.

The total energy is -20945.9082 eV. As for the spin multiplicity: 1. The largest force on an atom comes out at 4.89 eV/A. The SMILES is Nc1nnnoc1=S.

The geometry in XYZ format:
```
10
C2H2N4OS | OMol25 | ωB97M-V/def2-TZVPD
C 0.406 0.339 0.379
S 1.972 0.516 0.872
O -0.567 1.145 0.760
H 0.288 -2.816 -0.937
N 0.679 -1.883 -0.665
N -1.862 1.121 -0.045
N -2.015 0.236 -0.895
C -0.056 -0.824 -0.440
H 1.571 -1.898 -0.045
N -1.226 -0.872 -1.063
```

Entry 4:
The following is a quantum chemistry calculation of a cluster of 2 separate species, C2H2NO2 in total at a distorted geometry, from OMol25.

The total energy is -7689.9224 eV. As for the spin multiplicity: 1. The largest force on an atom comes out at 3.26 eV/A. As for the charge: -1.

The geometry in XYZ format:
```
7
C2H2NO2 | OMol25 | ωB97M-V/def2-TZVPD
H -0.295 1.027 0.190
O -1.111 0.907 -3.623
H 0.458 -1.315 0.529
O 0.729 2.161 -2.977
C -0.179 0.267 -0.574
C -0.162 1.407 -3.139
N 0.341 -0.878 -0.500
```

Entry 5:
The following is a quantum chemistry calculation of the molecule C2H2NO2P at a distorted geometry, from OMol25.

The total energy is -16978.6730 eV. As for the spin multiplicity: 1. The largest force on an atom comes out at 6.61 eV/A. The SMILES is Oc1copn1.

The geometry in XYZ format:
```
8
C2H2NO2P | OMol25 | ωB97M-V/def2-TZVPD
C 1.020 0.224 -0.253
N -1.324 0.061 -0.523
P -0.840 0.711 -1.848
C -0.015 -0.321 0.420
O 0.725 0.803 -1.471
O -0.348 -0.902 1.596
H 1.991 0.056 0.100
H -1.209 -0.632 1.980
```

Entry 6:
The following is a quantum chemistry calculation of a cluster of 2 separate species, C2H2NO2S in total at a distorted geometry, from OMol25.

The total energy is -18526.5357 eV. As for the spin multiplicity: 1. The largest force on an atom comes out at 4.41 eV/A. As for the charge: -1.

The geometry in XYZ format:
```
8
C2H2NO2S | OMol25 | ωB97M-V/def2-TZVPD
N 4.200 -0.096 -0.680
O -1.285 0.119 0.713
H 2.060 0.126 -0.087
C -2.362 -0.241 0.206
C 3.041 -0.087 -0.477
O -3.044 -0.008 -0.785
S 0.073 1.212 0.245
H -2.683 -1.024 0.865
```

Entry 7:
The following is a quantum chemistry calculation of the ion C2H2NO2S with charge -1 at a distorted geometry, from OMol25.

The total energy is -18524.3053 eV. As for the spin multiplicity: 1. The largest force on an atom comes out at 2.20 eV/A. The SMILES is [O-]SO[C@H]1C=N1. As for the charge: -1.

The geometry in XYZ format:
```
8
C2H2NO2S | OMol25 | ωB97M-V/def2-TZVPD
C 0.382 0.358 -0.032
H 0.581 1.282 0.518
N -0.407 0.516 -1.302
C 0.836 0.208 -1.389
S -1.327 -1.246 1.290
O 0.277 -0.747 0.766
H 1.571 -0.177 -2.058
O -1.912 -0.194 2.208
```

Entry 8:
The following is a quantum chemistry calculation of a cluster of 2 separate species, C2H2NO2S2 in total at a distorted geometry, from OMol25.

The total energy is -29363.2453 eV. As for the spin multiplicity: 1. The largest force on an atom comes out at 1.47 eV/A. As for the charge: -1.

The geometry in XYZ format:
```
9
C2H2NO2S2 | OMol25 | ωB97M-V/def2-TZVPD
O 0.157 -2.130 -0.464
S 2.232 0.949 -1.732
H -0.374 1.037 2.203
O -1.125 -0.781 -1.796
N 0.134 0.499 0.243
C -0.631 0.547 1.264
H -1.556 -0.010 1.235
S 1.596 1.237 0.116
C -0.434 -1.347 -1.069
```

Entry 9:
The following is a quantum chemistry calculation of a cluster of 3 separate species, C2H2NO3 in total at a distorted geometry, from OMol25.

The total energy is -9738.7530 eV. As for the spin multiplicity: 1. The largest force on an atom comes out at 4.92 eV/A. As for the charge: -1.

The geometry in XYZ format:
```
8
C2H2NO3 | OMol25 | ωB97M-V/def2-TZVPD
H -0.029 -0.806 1.332
N -1.016 -1.444 3.213
O 1.695 1.437 -1.900
C -0.597 -0.940 2.226
C 0.987 1.350 -0.975
H -0.845 -0.839 -2.374
O -0.781 -0.072 -1.628
O 0.586 1.314 0.106
```

Entry 10:
The following is a quantum chemistry calculation of the ion C2H2NO3 with charge -1, from OMol25.

The total energy is -9741.4929 eV. As for the spin multiplicity: 1. The largest force on an atom comes out at 0.79 eV/A. The SMILES is O=CNC(=O)[O-]. As for the charge: -1.

The geometry in XYZ format:
```
8
C2H2NO3 | OMol25 | ωB97M-V/def2-TZVPD
H 1.357 -0.629 0.195
O -1.302 -0.053 -1.423
C -0.525 -0.819 -0.847
H -0.858 1.164 0.802
O -0.433 -2.053 -0.799
N 0.534 -0.108 -0.062
O 1.017 1.576 1.396
C 0.210 0.923 0.737
```